1.
The following is a DFT calculation (the ωB97M-V functional and the def2-TZVPD basis) of a gas-phase ion, C7H14O (charge +1).

XYZ file:
```
22
Properties=species:S:1:pos:R:3
C -1.5539 1.8018 -1.1570
O -2.5142 2.8082 -0.8988
C -0.5672 1.9038 0.0079
C 0.4678 0.7886 -0.0155
C -0.0462 -0.4958 0.7317
C 2.1866 -1.4102 1.3178
C 0.9655 -1.5521 0.6277
C 0.6889 -2.7250 -0.1928
H -2.0594 0.8436 -1.0211
H -1.1295 1.9027 -2.1612
H -3.1907 2.7976 -1.5807
H -0.0778 2.8799 -0.0048
H -1.2325 1.8853 0.8649
H 0.7320 0.5006 -1.0307
H 1.4419 1.0590 0.4071
H -0.2900 -0.2394 1.7681
H -0.9823 -0.8276 0.2892
H 2.4001 -0.5419 1.9286
H 2.9447 -2.1851 1.3092
H 0.1033 -2.5282 -1.0939
H 1.5817 -3.2482 -0.5518
H 0.1311 -3.4175 0.4559
```

Values from the calculation:
Kohn-Sham gap (spin up / spin down) in eV: 8.6329 / 5.0437
E_LUMO (spin up / spin down) in eV: -4.72 / -8.31
Net charge: +1
Multiplicity: 2
Total energy in a.u.: -349.9953
Energy above the lowest of the compared OMol25 structures with the same formula, charge and spin in kcal per mole: 13.8

2.
The following is a DFT calculation (the ωB97M-V functional and the def2-TZVPD basis) of C7H14O2 in the gas phase.

XYZ file:
```
23
Properties=species:S:1:pos:R:3
C 1.4529 -0.2205 0.5524
C 1.2715 -1.0574 -0.7029
C 0.4109 0.9559 0.7226
C 0.4188 1.9889 -0.2533
O 1.3903 -1.0953 1.6464
O 2.7524 0.3609 0.5935
H 2.8031 1.0259 -0.1036
H 1.7854 -0.6433 2.4028
H 0.6445 1.3391 1.7280
H 0.3520 -1.6337 -0.6519
H 1.2413 -0.4242 -1.5868
H 2.1142 -1.7441 -0.7681
H 0.9806 2.8983 -0.0834
H -0.2221 2.0219 -1.1130
C -2.2942 -1.1074 -1.0469
C -1.8198 0.1574 -0.4331
C -1.1710 0.2369 0.8370
H -2.0859 1.0707 -0.9474
H -3.3905 -1.1804 -0.9859
H -1.8849 -1.9870 -0.5496
H -2.0461 -1.1534 -2.1122
H -1.0394 -0.7276 1.3208
H -1.6639 0.9181 1.5348
```

Values from the calculation:
Kohn-Sham gap (spin up / spin down) in eV: 8.7642 / 7.1764
E_LUMO (spin up / spin down) in eV: 0.66 / -0.14
Net charge: 0
Total energy in a.u.: -425.4610
Energy above the lowest of the compared OMol25 structures with the same formula, charge and spin in kcal per mole: 90.5